C35H26BN7O4RhS | ωB97M-V with the def2-TZVPD basis set

Energy relative to the best compared isomer or geometry (same formula, charge and spin) = 1.541 eV
Molar mass = 754.423 g/mol
HOMO-LUMO gap (spin up / spin down) = 5.1955 / 5.4412 eV
Total charge = +1
HOMO (spin up / spin down) = -7.87 / -10.83 eV
Spin multiplicity = 5

XYZ file:
```
75
Properties=species:S:1:pos:R:3:forces:R:3:lowdin_charge:R:1
Rh -0.507152 -0.017957 -0.540621 0.10 0.02 0.05 1.137
N 3.760348 -0.194891 -0.162839 -0.02 0.01 -0.02 0.167
C 2.522045 0.276469 -0.278339 0.00 -0.05 0.02 -0.081
N 1.495392 -0.485934 -0.524830 0.03 0.15 -0.01 0.028
C 1.670922 -1.859528 -0.650645 -0.08 -0.02 0.00 -0.219
N 0.584280 -2.632789 -0.798215 0.05 -0.01 0.02 0.151
N -0.495004 -1.941955 -0.740597 0.04 0.01 -0.05 -0.175
C -1.763671 -2.542452 -0.821415 -0.06 -0.02 -0.01 0.033
C -2.825834 -1.657208 -0.729196 -0.02 -0.03 0.01 -0.240
C -4.180685 -2.063174 -0.783362 -0.01 0.00 0.00 0.013
C -5.175590 -1.123547 -0.682413 0.00 -0.01 0.00 -0.042
C -4.834801 0.220532 -0.525867 0.02 0.01 0.00 -0.019
C -3.491488 0.576189 -0.479008 0.00 -0.01 0.00 -0.079
N -2.516291 -0.311364 -0.572780 0.02 0.00 -0.02 -0.008
C 2.986214 -2.420489 -0.572131 0.03 -0.02 -0.02 -0.073
C 3.251858 -3.789163 -0.718447 0.00 -0.01 0.01 0.008
C 4.541897 -4.251872 -0.610168 0.01 0.00 0.00 -0.046
C 5.594546 -3.367604 -0.349865 0.00 0.01 0.00 -0.044
C 5.357154 -2.018099 -0.198456 -0.01 -0.01 0.00 0.000
C 4.052786 -1.551297 -0.310929 0.00 0.01 0.01 -0.151
H 4.504574 0.446827 0.064230 0.01 0.00 0.00 0.173
H 2.365468 1.340075 -0.153761 0.01 0.00 -0.01 0.158
H -1.845119 -3.612510 -0.938305 -0.02 0.00 0.01 0.137
H -4.406653 -3.113323 -0.904556 0.00 0.00 0.00 0.125
H -6.213767 -1.422887 -0.724575 0.00 0.00 0.00 0.118
H -5.588817 0.989060 -0.443159 0.00 0.00 0.00 0.115
H -3.183077 1.607476 -0.365327 0.00 0.00 0.00 0.119
H 2.428394 -4.461629 -0.911136 0.00 0.00 0.00 0.121
H 4.746668 -5.307267 -0.723454 0.00 0.00 0.00 0.116
H 6.604447 -3.744227 -0.264269 0.00 0.00 0.00 0.117
H 6.166643 -1.329126 0.007169 0.00 0.00 0.00 0.122
O -0.073006 -2.033269 2.030761 -0.01 0.02 -0.03 -0.296
S 0.417438 -0.821690 2.627722 0.06 -0.01 0.05 0.609
O 1.844983 -0.637977 2.744746 0.00 0.00 0.02 -0.298
N -0.201767 0.389235 1.709740 -0.07 -0.05 -0.05 -0.119
C 0.051390 1.691293 1.942618 -0.02 -0.03 -0.04 -0.246
C 0.533502 2.232638 3.199512 0.02 0.04 0.04 -0.001
C 0.642700 3.574342 3.362749 0.00 -0.01 0.00 -0.061
C 0.302289 4.456133 2.312473 0.00 0.00 0.00 0.020
C -0.121838 3.989179 1.051206 0.00 0.00 -0.01 -0.173
C -0.446913 4.843865 -0.009612 0.01 0.00 0.01 -0.027
C -0.857655 4.269193 -1.236493 0.00 -0.02 0.00 -0.071
C -0.888036 2.921878 -1.375453 0.01 0.02 0.00 -0.135
N -0.538989 2.048071 -0.352485 0.00 0.00 -0.02 -0.051
C -0.210408 2.579967 0.855986 0.00 -0.02 -0.01 -0.176
C -0.305992 -0.697034 4.231442 -0.06 0.03 -0.02 -0.310
C 0.507012 -0.711744 5.352681 0.04 0.00 0.00 -0.063
C -0.081823 -0.651546 6.607874 0.00 0.00 0.01 -0.058
C -1.461420 -0.570847 6.725098 -0.01 0.00 -0.01 -0.062
C -2.265393 -0.557976 5.590860 0.01 0.00 0.00 -0.060
C -1.689455 -0.626402 4.333882 0.00 0.00 0.01 -0.055
H 0.791191 1.562764 4.003419 0.01 -0.01 0.00 0.094
H 0.989427 3.978926 4.303794 0.00 0.00 0.00 0.113
H 0.380576 5.525245 2.463674 0.00 0.00 0.00 0.120
H -0.393305 5.915294 0.119631 0.00 0.00 0.00 0.109
H -1.142739 4.890731 -2.073524 0.00 0.00 0.00 0.109
H -1.190264 2.463743 -2.307118 -0.01 0.00 0.00 0.102
H 1.581034 -0.768631 5.236053 0.00 0.00 0.00 0.117
H 0.538970 -0.666653 7.493467 0.00 0.00 0.00 0.112
H -1.915492 -0.519354 7.705736 0.00 0.00 0.00 0.111
H -3.340970 -0.498044 5.688306 0.00 0.00 0.00 0.110
H -2.300718 -0.625595 3.440036 0.00 0.00 0.00 0.115
O -1.547005 -0.224348 -3.385473 -0.04 0.01 -0.02 0.152
B -0.478647 0.043616 -2.539219 -0.03 0.01 0.09 -0.597
O 0.656019 0.391725 -3.266375 0.02 -0.02 -0.02 0.146
C 0.267996 0.350215 -4.592517 -0.02 0.00 -0.03 -0.197
C 1.013567 0.620245 -5.716196 0.00 0.00 0.02 0.013
C 0.357225 0.495243 -6.938971 0.00 0.00 -0.01 -0.077
C -0.979400 0.117778 -7.011485 -0.01 0.00 -0.01 -0.076
C -1.723150 -0.151790 -5.864287 0.00 0.01 0.02 0.014
C -1.062274 -0.023991 -4.665226 0.02 0.00 0.00 -0.194
H 2.051620 0.914857 -5.650487 0.00 0.00 0.00 0.122
H 0.900405 0.697148 -7.852021 0.00 0.00 0.00 0.107
H -1.453614 0.031822 -7.979557 0.00 0.00 0.00 0.107
H -2.762759 -0.444589 -5.909701 0.00 0.00 0.00 0.123
```
Forces are in eV/Å.